1.
{"formula": "C38H43IrN6O3S", "method": "ωB97M-V/def2-TZVPD", "symbols": ["Ir", "S", "O", "O", "O", "N", "N", "N", "N", "N", "N", "C", "C", "C", "C", "C", "C", "C", "C", "C", "C", "C", "C", "C", "C", "C", "C", "C", "C", "C", "C", "C", "C", "C", "C", "C", "C", "C", "C", "C", "C", "C", "C", "C", "C", "C", "C", "C", "C", "H", "H", "H", "H", "H", "H", "H", "H", "H", "H", "H", "H", "H", "H", "H", "H", "H", "H", "H", "H", "H", "H", "H", "H", "H", "H", "H", "H", "H", "H", "H", "H", "H", "H", "H", "H", "H", "H", "H", "H", "H", "H", "H"], "coordinates": [[-0.095, -0.313, 0.086], [3.917, 1.243, -1.842], [0.324, -2.380, 3.559], [-1.866, 6.010, 3.182], [-3.501, -0.729, -2.098], [-3.764, 5.756, 1.973], [-1.293, -0.299, -1.496], [0.771, -1.065, 1.715], [-1.034, 1.621, 1.023], [1.496, 0.474, -0.735], [-1.614, -1.284, 0.835], [-2.348, 1.816, 1.048], [-3.724, -2.688, 1.831], [3.041, -3.151, -0.931], [-0.052, -1.828, 2.549], [0.282, 3.500, -2.471], [-0.329, 1.490, -4.591], [2.731, -0.116, 2.837], [4.928, -1.001, 2.366], [2.536, 0.797, -1.202], [1.703, 0.403, 5.069], [-2.622, -0.817, -1.252], [-2.054, 4.019, 1.912], [-0.270, 0.443, -5.497], [0.060, -3.442, -3.656], [2.190, -1.069, 1.972], [1.861, 0.856, 3.613], [-0.874, -1.113, -3.752], [4.110, -0.096, 3.018], [4.369, -1.956, 1.535], [-2.421, -3.096, -3.957], [-3.837, -2.104, 0.587], [-2.899, 3.010, 1.488], [2.995, -2.014, 1.326], [-1.452, -1.941, 2.022], [-0.541, -0.847, -5.074], [-2.754, -1.410, 0.050], [-1.139, -2.548, -3.326], [-2.476, -2.630, 2.558], [-0.689, 3.802, 1.901], [-0.932, -0.041, -2.856], [2.599, -4.484, 1.165], [2.409, 2.285, 3.561], [-0.800, 2.434, -2.301], [2.424, -3.132, 0.468], [-0.656, 1.267, -3.259], [-2.543, 5.362, 2.416], [-0.216, 2.589, 1.436], [-2.203, 3.037, -2.420], [-2.346, 3.833, -1.681], [2.663, 2.591, 2.542], [-4.561, -3.233, 2.246], [-0.487, -1.666, -5.782], [4.130, -3.235, -0.886], [-4.197, 5.327, 1.175], [0.175, -3.565, -4.736], [1.089, 1.112, 5.630], [-2.976, 0.998, 0.715], [-3.284, -2.486, -3.686], [2.665, -4.005, -1.498], [2.804, -2.241, -1.487], [-0.080, -4.436, -3.223], [2.154, -4.467, 2.161], [-3.975, 3.115, 1.510], [0.843, 2.382, 1.377], [1.280, 3.060, -2.460], [1.677, 2.989, 3.966], [-2.972, 2.275, -2.270], [6.000, -0.969, 2.513], [-4.063, 6.681, 2.233], [-1.264, -2.571, -2.243], [0.219, 4.227, -1.657], [0.988, -3.025, -3.266], [-2.598, -4.122, -3.627], [1.241, -0.582, 5.123], [0.868, 0.847, 3.159], [-2.348, 3.468, -3.414], [-2.328, -3.144, 3.498], [5.013, -2.675, 1.040], [-4.740, -2.187, -0.004], [-0.121, 2.498, -4.928], [0.166, 4.052, -3.406], [4.550, 0.637, 3.683], [-0.013, 0.634, -6.532], [-0.703, 2.041, -1.294], [1.352, -2.967, 0.355], [2.125, -5.279, 0.586], [3.659, -4.730, 1.272], [3.315, 2.383, 4.162], [2.683, 0.348, 5.550], [-0.013, 4.571, 2.248], [-2.334, -3.104, -5.047]], "mulliken_spin": [1.83, 0.25, 0.09, 0.00, 0.24, 0.00, 0.35, 0.18, 0.15, -0.01, 0.22, 0.02, 0.25, 0.00, -0.01, 0.00, -0.02, -0.01, 0.00, -0.01, 0.00, 0.00, -0.01, 0.02, 0.01, -0.02, 0.00, 0.02, 0.00, 0.00, 0.00, -0.06, 0.01, 0.02, 0.07, -0.02, 0.30, -0.02, 0.04, 0.00, 0.00, 0.00, 0.00, 0.03, 0.02, 0.02, 0.00, 0.00, 0.00, 0.00, 0.00, 0.02, 0.00, 0.00, 0.00, 0.00, 0.00, 0.01, 0.00, 0.00, 0.00, 0.00, 0.00, 0.00, 0.01, 0.00, 0.00, 0.00, 0.00, 0.00, 0.00, 0.00, 0.00, 0.00, 0.00, 0.00, 0.00, 0.00, 0.00, 0.00, 0.00, 0.00, 0.00, 0.00, 0.01, 0.00, 0.00, 0.00, 0.00, 0.00, 0.00, 0.00], "homo_ha": [-0.2231, -0.3151], "multiplicity": 5}


2.
{"formula": "C38H43N15OS2Se2Sr", "method": "ωB97M-V/def2-TZVPD", "symbols": ["Sr", "Se", "Se", "S", "S", "O", "N", "N", "N", "N", "N", "N", "N", "N", "N", "N", "N", "N", "N", "N", "N", "C", "C", "C", "C", "C", "C", "C", "C", "C", "C", "C", "C", "C", "C", "C", "C", "C", "C", "C", "C", "C", "C", "C", "C", "C", "C", "C", "C", "C", "C", "C", "C", "C", "C", "C", "C", "C", "C", "H", "H", "H", "H", "H", "H", "H", "H", "H", "H", "H", "H", "H", "H", "H", "H", "H", "H", "H", "H", "H", "H", "H", "H", "H", "H", "H", "H", "H", "H", "H", "H", "H", "H", "H", "H", "H", "H", "H", "H", "H", "H", "H"], "coordinates": [[0.129, -0.360, 1.110], [-2.099, 0.789, -3.228], [-1.164, 2.956, -0.372], [-0.038, 0.319, 4.028], [2.856, -2.878, -1.801], [-0.939, 0.738, 2.867], [1.796, 1.441, 1.620], [3.688, -2.573, 2.872], [5.420, -2.231, -1.643], [4.177, -0.969, -3.102], [1.335, -2.013, 2.551], [3.079, 3.241, 1.807], [3.145, 2.103, -0.270], [1.649, 1.235, -3.252], [2.409, 3.039, 2.960], [-0.467, -2.298, -2.183], [1.664, 1.998, 2.850], [1.295, 0.803, -1.160], [2.597, 1.909, -2.560], [0.883, 0.589, -2.434], [5.670, -3.287, 1.608], [-5.052, -1.117, -0.509], [-0.776, -5.867, -1.341], [-3.696, 2.699, 6.279], [-2.252, -1.193, 0.166], [6.592, -1.385, -1.794], [2.347, 1.599, -1.298], [-1.174, -1.480, 7.248], [-1.981, -5.885, -0.650], [-3.109, 3.722, 4.188], [4.687, -2.947, 2.126], [2.673, 2.252, 1.027], [-1.125, 3.360, -2.286], [-2.149, -3.468, -0.900], [1.398, -2.504, 7.195], [-1.533, 2.272, 5.291], [0.817, -2.031, 6.028], [-1.085, -0.952, 4.788], [-0.476, -1.506, 6.046], [-4.028, 3.519, 5.211], [-3.067, 3.193, -0.066], [-3.144, -0.206, 0.633], [-1.869, 3.106, 4.226], [-3.963, 0.556, -3.701], [-4.239, -2.156, -0.946], [-2.889, -2.205, -0.592], [6.163, 0.031, -2.125], [-2.642, -4.682, -0.436], [4.226, -1.967, -2.204], [-0.941, -3.466, -1.622], [-0.262, -4.675, -1.820], [5.261, -0.026, -3.344], [-0.194, 1.597, 5.312], [-2.453, 2.079, 6.316], [-0.595, -1.960, 8.416], [-4.502, -0.148, 0.317], [2.476, -2.274, 2.591], [0.696, -2.468, 8.393], [-2.219, 2.726, -3.113], [-4.598, 0.937, -2.902], [-4.403, 2.539, 7.085], [0.613, 2.295, 5.090], [-4.662, -2.956, -1.549], [-2.077, -0.524, 4.929], [-2.193, 3.149, -4.120], [-4.132, -0.514, -3.794], [-0.223, -6.786, -1.501], [-1.152, 3.261, 3.430], [-2.387, -6.812, -0.261], [0.682, -4.656, -2.352], [-1.155, -1.935, 9.343], [7.034, 0.658, -2.324], [5.387, -2.832, -0.828], [-3.216, 3.205, 1.013], [3.717, 2.876, -0.569], [-2.778, 0.571, 1.306], [-2.183, -1.085, 7.265], [-0.810, -1.438, -1.779], [-4.192, 1.048, -4.645], [5.610, 0.459, -1.284], [7.158, -1.444, -0.865], [-1.138, -1.717, 4.009], [-5.124, 0.652, 0.712], [4.805, 0.941, -3.543], [5.842, -0.328, -4.225], [-3.361, 4.362, 3.351], [-3.409, 4.138, -0.488], [0.528, -2.256, -2.353], [-3.197, 2.947, -2.688], [-1.190, 4.444, -2.395], [7.232, -1.766, -2.600], [-6.102, -1.086, -0.784], [-4.998, 4.000, 5.175], [-2.190, 1.436, 7.149], [2.403, -2.905, 7.162], [3.246, -0.711, -3.402], [-3.618, 2.350, -0.479], [0.007, 1.089, 6.255], [1.359, -2.074, 5.089], [-0.133, 3.043, -2.610], [-3.566, -4.668, 0.134], [1.152, -2.837, 9.303]], "mulliken_charge": [1.96, 0.39, 0.27, 0.62, -0.47, -0.37, 0.01, -0.81, -0.14, -0.17, -0.87, -0.75, 0.05, -0.83, -0.73, -0.13, 0.21, 0.75, -0.42, -0.27, -0.73, -0.76, -0.63, -0.70, -0.23, -0.72, -0.39, -0.13, -0.75, -0.70, 0.59, -0.09, -0.87, 0.54, -0.81, 0.22, 0.17, -0.97, -0.26, -0.56, -0.54, 0.14, 0.05, -1.17, -0.45, -0.06, -0.41, -0.57, 0.16, 0.67, -0.57, -0.71, -1.56, -0.20, -0.79, -0.75, 0.78, -0.33, -0.93, 0.29, 0.38, 0.53, 0.44, 0.68, 0.45, 0.29, 0.36, 0.44, 0.36, 0.43, 0.38, 0.38, 0.24, 0.05, 0.32, 0.22, 0.45, -0.16, 0.38, 0.14, 0.41, 0.50, 0.43, 0.40, 0.37, 0.45, 0.51, -0.14, 0.38, 0.50, 0.26, 0.30, 0.38, 0.41, 0.43, 0.26, -0.12, 0.57, 0.28, 0.32, 0.38, 0.36], "homo_ha": -0.0935, "multiplicity": 1, "total_charge": -2}


3.
{"formula": "C38H43N5O2P2W", "method": "ωB97M-V/def2-TZVPD", "symbols": ["W", "P", "P", "O", "O", "N", "N", "N", "N", "N", "C", "C", "C", "C", "C", "C", "C", "C", "C", "C", "C", "C", "C", "C", "C", "C", "C", "C", "C", "C", "C", "C", "C", "C", "C", "C", "C", "C", "C", "C", "C", "C", "C", "C", "C", "C", "C", "C", "H", "H", "H", "H", "H", "H", "H", "H", "H", "H", "H", "H", "H", "H", "H", "H", "H", "H", "H", "H", "H", "H", "H", "H", "H", "H", "H", "H", "H", "H", "H", "H", "H", "H", "H", "H", "H", "H", "H", "H", "H", "H", "H"], "coordinates": [[0.465, 0.906, -1.014], [0.333, 0.439, 1.411], [-1.430, -0.743, -0.970], [2.112, 0.177, -1.154], [-1.040, 2.057, -1.308], [1.218, 2.498, -2.054], [0.315, 3.504, -2.350], [-2.330, -2.553, 0.848], [0.847, -2.313, -0.936], [-0.624, -1.627, 2.870], [-1.975, 4.202, -2.029], [3.259, 2.131, -0.776], [2.135, -2.853, -0.643], [3.591, -3.943, 0.934], [-0.865, 3.261, -1.926], [-2.331, -4.331, 4.592], [4.402, 2.878, -0.570], [-1.972, -3.266, -2.170], [0.370, -2.321, -2.316], [-4.072, 5.994, -2.240], [4.566, 0.133, -1.185], [-1.473, -3.297, 4.366], [4.399, -3.397, -1.259], [-4.336, 4.632, -2.152], [-3.210, -4.213, 2.339], [1.874, 2.688, -0.853], [-2.333, -3.136, 2.076], [1.935, 0.077, 2.154], [-1.452, -1.296, -3.671], [2.358, -3.398, 0.619], [-1.499, -1.561, 0.658], [-2.038, 1.659, 2.159], [-2.762, 6.460, -2.218], [5.637, 2.250, -0.691], [-0.237, 1.471, 3.927], [-0.532, 1.736, 2.447], [4.617, -3.950, -0.006], [3.161, -2.845, -1.582], [5.714, 0.896, -1.000], [-3.205, -4.792, 3.572], [-3.289, 3.735, -2.037], [-0.654, -1.078, 1.684], [-1.127, -1.998, -2.339], [3.363, 0.781, -1.068], [-1.710, 5.567, -2.117], [-1.459, -2.674, 3.097], [-3.143, -0.219, -1.216], [-0.008, 3.120, 2.042], [0.899, -1.552, -2.870], [4.335, 3.934, -0.330], [-3.874, -5.617, 3.784], [1.704, 3.651, -0.394], [1.754, -0.404, 3.113], [3.753, -4.377, 1.914], [-2.998, -3.067, -1.864], [5.187, -3.406, -2.002], [-1.538, -3.943, -1.432], [1.077, 3.199, 2.157], [-0.339, 0.418, 4.191], [-3.449, 0.431, -0.398], [-1.042, -1.886, -4.494], [0.766, 1.808, 4.201], [-3.869, -4.551, 1.547], [-2.252, 1.776, 1.096], [-2.003, -3.790, -3.129], [-2.478, 0.725, 2.514], [6.545, 2.822, -0.548], [-0.279, 3.371, 1.020], [-3.486, 2.671, -1.959], [-2.535, 2.478, 2.685], [2.508, 0.994, 2.291], [6.683, 0.419, -1.088], [5.575, -4.394, 0.234], [3.001, -2.429, -2.572], [-3.762, -1.112, -1.208], [4.614, -0.932, -1.383], [-3.259, 0.313, -2.157], [0.568, -3.268, -2.826], [-0.953, 2.036, 4.530], [-0.805, -2.929, 5.136], [2.488, -0.599, 1.502], [-5.357, 4.274, -2.178], [1.557, -3.396, 1.357], [-2.352, -4.811, 5.563], [-0.462, 3.872, 2.693], [-2.525, -1.204, -3.838], [-2.561, 7.521, -2.280], [-1.011, -0.306, -3.738], [0.181, -2.801, -0.355], [-4.893, 6.695, -2.326], [-0.683, 5.918, -2.104]], "mulliken_charge": [0.65, 0.80, 1.28, 0.47, -0.33, -0.03, -0.89, -0.20, 0.07, -0.09, 0.38, -0.14, 0.41, -0.78, 0.53, -0.60, -0.79, -1.47, -2.10, -0.42, -0.46, -0.67, -0.49, -0.77, -0.58, 0.08, 0.27, -1.59, -1.87, -0.51, -0.38, -1.20, -0.74, -0.81, -1.62, 1.87, -0.72, -0.55, -0.65, -0.60, -0.02, -0.17, 2.06, 1.01, -0.63, 0.28, -1.83, -1.40, 0.65, 0.52, 0.44, 0.76, 0.50, 0.45, 0.23, 0.49, 0.37, 0.33, 0.29, 0.47, 0.48, 0.37, 0.51, -0.12, 0.52, 0.24, 0.44, 0.02, 0.39, 0.65, 0.40, 0.49, 0.43, 0.41, 0.42, 0.10, 0.50, 0.48, 0.49, 0.49, 0.23, 0.43, 0.49, 0.44, 0.61, 0.47, 0.42, 0.36, 0.41, 0.42, 0.45], "homo_ha": -0.4952, "multiplicity": 1, "total_charge": 2}


4.
{"formula": "C38H44AsMnO3PS2Sb2", "method": "ωB97M-V/def2-TZVPD", "symbols": ["Sb", "Sb", "As", "Mn", "S", "S", "P", "O", "O", "O", "C", "C", "C", "C", "C", "C", "C", "C", "C", "C", "C", "C", "C", "C", "C", "C", "C", "C", "C", "C", "C", "C", "C", "C", "C", "C", "C", "C", "C", "C", "C", "C", "C", "C", "C", "C", "C", "C", "H", "H", "H", "H", "H", "H", "H", "H", "H", "H", "H", "H", "H", "H", "H", "H", "H", "H", "H", "H", "H", "H", "H", "H", "H", "H", "H", "H", "H", "H", "H", "H", "H", "H", "H", "H", "H", "H", "H", "H", "H", "H", "H", "H"], "coordinates": [[3.558, 1.084, -0.432], [1.099, 0.811, 2.285], [-2.848, -1.270, 0.398], [1.221, 2.085, 0.080], [1.994, 3.951, 1.344], [0.876, 4.368, -0.326], [-0.106, 0.824, -1.350], [-0.332, 3.523, -0.048], [1.643, 3.549, -1.336], [0.637, 5.734, -0.661], [5.999, -1.884, 2.642], [0.808, -1.739, -0.759], [0.863, -3.120, -0.887], [-6.263, -0.402, -1.960], [-5.294, -0.366, -0.970], [-2.440, 0.666, 0.254], [-4.516, -0.257, 4.157], [4.058, -1.144, 3.830], [0.764, -1.273, 2.641], [4.450, 2.056, -2.095], [-0.702, -2.996, -2.708], [2.934, 1.038, 3.403], [-5.116, -1.988, 2.077], [0.883, 2.528, -5.513], [-6.217, -1.381, -2.944], [5.031, -2.104, 3.613], [-0.351, 2.657, -3.453], [-0.016, 3.188, -4.688], [-0.761, -1.620, -2.571], [-4.231, -2.285, -1.939], [4.117, -0.929, -0.878], [-0.174, 1.636, 3.782], [0.198, 1.448, -3.036], [4.949, 1.445, 1.184], [-5.204, -2.327, -2.930], [1.109, 0.795, -3.864], [4.007, 0.038, 3.088], [-5.914, -1.961, 3.211], [-0.005, -0.981, -1.588], [1.449, 1.331, -5.097], [-3.721, -0.284, 3.018], [-1.903, 1.118, -1.106], [4.971, 0.245, 2.087], [-5.616, -1.094, 4.254], [0.104, -3.749, -1.860], [5.961, -0.719, 1.896], [-4.262, -1.302, -0.957], [-4.014, -1.144, 1.965], [-1.286, -3.486, -3.476], [-2.458, 0.665, -1.933], [1.548, -0.145, -3.549], [-2.016, 2.200, -1.175], [-5.170, -3.098, -3.690], [3.587, -1.253, -1.772], [1.496, -3.701, -0.228], [-3.438, -3.023, -1.927], [5.515, 1.842, -2.154], [-4.275, 0.423, 4.964], [6.780, -2.613, 2.471], [3.318, -1.300, 4.607], [-2.869, 0.380, 2.956], [4.274, 3.126, -2.010], [5.190, -0.981, -1.051], [-6.975, -1.408, -3.716], [0.128, 2.677, 3.901], [1.148, 2.948, -6.474], [-1.017, 3.208, -2.801], [3.250, 2.067, 3.231], [3.859, -1.586, -0.049], [0.633, -1.471, 3.703], [2.640, 0.952, 4.450], [2.155, 0.813, -5.734], [-7.058, 0.333, -1.962], [-5.349, 0.391, -0.196], [-1.213, 1.617, 3.464], [-3.361, 1.206, 0.478], [-1.724, 0.934, 1.036], [1.405, -1.238, -0.009], [1.625, -1.837, 2.282], [0.142, -4.826, -1.965], [4.588, 2.349, 1.671], [-6.240, -1.072, 5.138], [-0.123, -1.597, 2.096], [-0.445, 4.132, -4.999], [6.717, -0.542, 1.141], [5.940, 1.643, 0.775], [-0.067, 1.102, 4.725], [-5.362, -2.663, 1.265], [-6.773, -2.617, 3.279], [5.045, -3.007, 4.207], [-1.389, -1.037, -3.233], [3.946, 1.692, -2.990]], "mulliken_spin": [-0.01, -0.04, 0.00, 1.06, 0.00, 0.01, 0.00, 0.00, -0.01, 0.00, 0.00, 0.00, 0.00, 0.00, 0.00, 0.01, 0.00, 0.00, -0.01, 0.00, 0.00, -0.01, 0.00, 0.00, 0.00, 0.00, 0.00, 0.00, 0.00, 0.00, -0.01, 0.00, 0.01, 0.00, 0.00, 0.00, 0.01, 0.00, -0.02, 0.00, 0.00, 0.01, 0.00, 0.00, 0.00, 0.00, 0.00, 0.00, 0.00, 0.00, 0.00, 0.00, 0.00, 0.00, 0.00, 0.00, 0.00, 0.00, 0.00, 0.00, 0.00, 0.00, 0.00, 0.00, 0.00, 0.00, 0.00, 0.00, 0.00, 0.00, 0.00, 0.00, 0.00, 0.00, 0.00, 0.00, 0.01, 0.00, 0.00, 0.00, 0.00, 0.00, 0.00, 0.00, 0.00, 0.00, 0.00, 0.00, 0.00, 0.00, 0.00, 0.00], "homo_ha": [-0.2999, -0.2952], "multiplicity": 2}